Record 1
# C32H42AsHfN6O2Se5Si

A structure of composition C32H42AsHfN6O2Se5Si (ωB97M-V/def2-TZVPD, the Open Molecules 2025 dataset).

Element x y z (Å)
Hf (-0.175, 0.425, 1.712)
N (-4.111, -1.933, 1.423)
C (-4.244, -1.426, 0.150)
C (-3.166, -0.620, -0.046)
N (-2.383, -0.614, 1.085)
C (-2.975, -1.421, 1.937)
C (-2.309, -1.703, 3.181)
N (-1.078, -1.262, 3.348)
C (-0.704, -1.670, 4.609)
C (-1.719, -2.367, 5.183)
N (-2.739, -2.383, 4.258)
H (-4.739, -2.581, 1.867)
H (-5.081, -1.673, -0.478)
H (-2.899, -0.024, -0.901)
H (0.268, -1.438, 5.003)
H (-1.812, -2.839, 6.145)
H (-3.657, -2.769, 4.402)
Se (1.971, -0.336, 3.284)
Se (1.758, 1.657, 4.511)
Se (-0.485, 1.694, 5.165)
Se (-1.696, 2.036, 3.163)
C (0.837, 4.361, 1.873)
N (2.003, 3.961, 1.091)
C (3.142, 4.869, 1.160)
C (2.149, 2.669, 0.757)
O (1.431, 1.773, 1.268)
N (3.106, 2.316, -0.134)
C (3.543, 3.195, -1.201)
C (3.642, 0.966, -0.127)
H (0.714, 5.438, 1.766)
H (0.965, 4.106, 2.928)
H (-0.048, 3.860, 1.498)
H (3.184, 5.294, 2.164)
H (3.053, 5.685, 0.441)
H (4.071, 4.333, 0.983)
H (2.883, 4.055, -1.269)
H (3.490, 2.649, -2.146)
H (4.571, 3.542, -1.068)
H (3.058, 0.339, 0.539)
H (4.679, 0.965, 0.218)
H (3.623, 0.550, -1.138)
O (0.338, -1.219, 0.588)
As (0.678, -2.072, -0.824)
C (0.222, -1.116, -2.395)
C (-1.040, -1.297, -2.950)
C (-1.423, -0.520, -4.031)
C (-0.546, 0.424, -4.549)
C (0.716, 0.595, -3.995)
C (1.104, -0.175, -2.913)
C (2.540, -2.456, -0.788)
C (3.159, -2.574, 0.451)
C (4.515, -2.858, 0.504)
C (5.235, -3.031, -0.672)
C (4.607, -2.921, -1.906)
C (3.252, -2.632, -1.970)
C (-0.414, -3.633, -0.695)
C (-0.981, -3.929, 0.539)
C (-1.761, -5.070, 0.668)
C (-1.969, -5.900, -0.426)
C (-1.393, -5.600, -1.654)
C (-0.608, -4.465, -1.791)
H (-1.724, -2.028, -2.534)
H (-2.404, -0.649, -4.469)
H (-0.848, 1.030, -5.393)
H (1.390, 1.338, -4.401)
H (2.082, -0.031, -2.468)
H (2.595, -2.431, 1.363)
H (5.007, -2.943, 1.463)
H (6.293, -3.253, -0.626)
H (5.172, -3.057, -2.819)
H (2.765, -2.533, -2.933)
H (-0.796, -3.280, 1.386)
H (-2.194, -5.321, 1.628)
H (-2.574, -6.791, -0.320)
H (-1.552, -6.252, -2.502)
H (-0.167, -4.229, -2.753)
C (-1.978, 4.842, -0.920)
Si (-2.620, 3.080, -0.904)
C (-3.992, 2.914, 0.357)
C (-3.288, 2.666, -2.612)
Se (-0.870, 1.696, -0.522)
H (-2.699, 5.516, -1.389)
H (-1.040, 4.901, -1.476)
H (-1.791, 5.201, 0.094)
H (-4.798, 3.619, 0.138)
H (-3.631, 3.118, 1.367)
H (-4.414, 1.905, 0.350)
H (-4.108, 3.335, -2.887)
H (-3.666, 1.641, -2.651)
H (-2.502, 2.763, -3.364)

Properties
LUMO level: -2.28 eV
Total charge: +1
Maximum force: 0.706 eV Å⁻¹
E_HOMO: -9.21 eV
HOMO-LUMO gap: 6.9 eV
M: 1219.0 u

Atom charges from the Löwdin analysis, given in e for atoms 1 to 4:
1. Hf 0.946
2. N 0.137
3. C -0.046
4. C -0.154

---

Record 2
# C53H42Cl3IN13O4RbS

A structure of composition C53H42Cl3IN13O4RbS at a distorted geometry (ωB97M-V/def2-TZVPD, the Open Molecules 2025 dataset).

Element x y z (Å)
Rb (-0.093, 0.351, 0.144)
C (-4.350, -0.327, 4.156)
C (-3.719, -0.644, 2.799)
O (-3.886, 0.266, 1.912)
C (-3.035, -1.842, 2.655)
C (-2.567, -2.417, 1.371)
C (-3.419, -2.224, 0.137)
N (-1.527, -3.131, 1.179)
N (-0.672, -3.415, 2.250)
C (0.477, -2.831, 2.131)
O (0.834, -1.920, 1.277)
C (1.524, -3.316, 3.114)
C (1.218, -4.112, 4.221)
C (2.218, -4.533, 5.094)
C (3.550, -4.172, 4.879)
C (3.862, -3.368, 3.787)
C (2.855, -2.938, 2.917)
H (-5.328, 0.126, 3.975)
H (-3.748, 0.413, 4.699)
H (-4.477, -1.222, 4.776)
H (-2.764, -2.407, 3.549)
H (-4.346, -2.808, 0.223)
H (-2.866, -2.550, -0.747)
H (-3.707, -1.173, 0.043)
H (0.182, -4.396, 4.373)
H (1.961, -5.144, 5.955)
H (4.328, -4.504, 5.562)
H (4.895, -3.073, 3.611)
H (3.073, -2.308, 2.061)
C (-1.303, -0.696, 5.943)
N (-0.697, 0.267, 5.038)
C (-0.146, 0.043, 3.834)
N (0.390, 1.165, 3.382)
C (0.117, 2.064, 4.375)
N (-0.538, 1.570, 5.409)
C (-0.306, -1.466, 6.797)
C (-0.772, -2.333, 7.779)
C (0.116, -3.041, 8.576)
C (1.487, -2.889, 8.412)
C (1.952, -2.037, 7.428)
C (1.062, -1.334, 6.626)
C (3.393, -1.885, 7.176)
N (4.403, -2.427, 7.745)
N (5.538, -1.956, 7.048)
C (5.095, -1.178, 6.138)
O (3.766, -1.075, 6.180)
C (5.817, -0.412, 5.107)
C (7.146, -0.686, 4.834)
C (7.798, 0.018, 3.830)
C (7.132, 0.998, 3.111)
C (5.806, 1.291, 3.392)
C (5.070, 2.352, 2.603)
N (4.425, 1.826, 1.403)
C (3.418, 0.939, 1.301)
N (3.135, 0.737, 0.037)
C (4.017, 1.542, -0.620)
N (4.832, 2.226, 0.165)
C (5.153, 0.575, 4.389)
H (-1.897, -1.379, 5.345)
H (-1.966, -0.137, 6.590)
H (-0.139, -0.935, 3.333)
H (0.411, 3.107, 4.332)
H (-1.844, -2.463, 7.913)
H (-0.264, -3.722, 9.329)
H (2.198, -3.433, 9.028)
H (1.455, -0.686, 5.852)
H (7.652, -1.457, 5.406)
H (8.833, -0.204, 3.602)
H (7.644, 1.539, 2.320)
H (5.756, 3.109, 2.253)
H (4.315, 2.824, 3.226)
H (2.916, 0.473, 2.149)
H (4.041, 1.633, -1.702)
H (4.111, 0.789, 4.620)
Cl (0.014, 7.544, -3.259)
C (0.207, 5.811, -2.980)
C (0.088, 5.299, -1.696)
C (0.240, 3.942, -1.488)
Cl (0.082, 3.311, 0.141)
C (0.530, 2.978, -2.520)
O (0.675, 1.745, -2.320)
C (0.634, 3.607, -3.813)
Cl (0.987, 2.554, -5.175)
C (0.480, 4.962, -4.044)
H (-0.122, 5.957, -0.860)
H (0.575, 5.355, -5.049)
S (-6.699, 0.871, -3.988)
C (-5.069, 1.066, -3.273)
C (-4.921, 1.273, -1.911)
C (-3.633, 1.367, -1.391)
N (-2.537, 1.259, -2.159)
C (-2.697, 1.073, -3.472)
C (-3.941, 0.971, -4.080)
C (-6.972, -0.840, -3.544)
C (-6.424, -1.865, -4.300)
C (-6.667, -3.179, -3.918)
N (-7.408, -3.518, -2.859)
C (-7.913, -2.519, -2.132)
C (-7.726, -1.173, -2.432)
H (-5.779, 1.338, -1.254)
H (-3.490, 1.498, -0.321)
H (-1.777, 0.997, -4.059)
H (-4.031, 0.813, -5.149)
H (-5.820, -1.642, -5.173)
H (-6.248, -4.002, -4.492)
H (-8.499, -2.809, -1.264)
H (-8.159, -0.398, -1.810)
I (-2.422, -3.825, -5.413)
C (-1.011, -3.131, -4.033)
C (0.259, -3.685, -3.987)
C (1.153, -3.187, -3.051)
C (0.738, -2.168, -2.204)
N (-0.492, -1.647, -2.255)
C (-1.357, -2.115, -3.156)
H (0.543, -4.484, -4.661)
H (2.157, -3.590, -2.978)
H (1.403, -1.751, -1.450)
H (-2.348, -1.666, -3.171)

Properties
Relative energy (zero: lowest compared OMol25 entry of this formula, charge and spin): 0.816 eV
LUMO level: 3.15 eV
Total charge: -2
Maximum force: 1.423 eV Å⁻¹
E_HOMO: -1.53 eV
HOMO-LUMO gap: 4.7 eV
M: 1275.8 u

Atom charges from the Löwdin analysis, given in e for atoms 1 to 4:
1. Rb 0.649
2. C -0.073
3. C -0.560
4. O -0.137